# 1
{
  "formula": "C48H74F2O25V",
  "method": "ωB97M-V/def2-TZVPD",
  "s_squared": 0.781,
  "homo_ev": [-9.2, -9.2],
  "e_lumo_ev": [-0.17, -0.03],
  "max_force_ha_per_bohr": 0.0967,
  "multiplicity": 2,
  "gap_ev": [9.0, 9.1],
  "species": ["O", "V", "F", "F", "O", "C", "O", "C", "C", "C", "H", "H", "H", "H", "H", "H", "H", "H", "O", "C", "O", "C", "C", "C", "H", "H", "H", "H", "H", "H", "O", "C", "O", "C", "C", "C", "H", "H", "H", "H", "H", "H", "O", "C", "O", "C", "C", "C", "H", "H", "H", "H", "H", "H", "O", "C", "O", "C", "C", "C", "H", "H", "H", "H", "H", "H", "O", "C", "O", "C", "C", "C", "H", "H", "H", "H", "H", "H", "O", "C", "O", "C", "C", "C", "H", "H", "H", "H", "H", "H", "O", "C", "O", "C", "C", "C", "H", "H", "H", "H", "H", "H", "O", "C", "O", "C", "C", "C", "H", "H", "H", "H", "H", "H", "O", "C", "O", "C", "C", "C", "H", "H", "H", "H", "H", "H", "O", "C", "O", "C", "C", "C", "H", "H", "H", "H", "H", "H", "O", "C", "O", "C", "C", "C", "H", "H", "H", "H", "H", "H"],
  "positions_angstrom": [[1.1305, -1.3728, -0.3221], [0.3328, -0.0133, -0.4482], [1.3738, 0.6820, -2.1950], [-0.9643, -0.4939, 1.2067], [1.8917, -3.5884, -2.1394], [1.2527, -4.1436, -3.0437], [0.7221, -3.4613, -4.1435], [0.8001, -2.0367, -4.1686], [-0.1352, -1.4253, -5.1960], [1.0556, -5.6369, -3.1525], [1.8543, -1.7797, -4.2728], [0.4652, -1.7941, -3.1601], [-0.0186, -1.8955, -6.1725], [-0.1013, -0.3400, -5.2921], [-1.1439, -1.5973, -4.8206], [1.4269, -6.0790, -2.2279], [1.4943, -6.0588, -4.0567], [-0.0098, -5.8623, -3.1053], [1.5941, 1.0319, 0.9402], [1.7671, 1.4808, 2.0973], [1.0780, 2.5638, 2.5715], [1.4765, 2.9120, 3.8700], [2.0299, 1.6055, 4.4662], [2.6463, 0.9581, 3.2442], [0.5355, 3.1684, 4.3567], [2.0889, 3.8130, 3.9055], [1.3289, 0.9624, 4.9983], [2.8594, 1.8836, 5.1163], [2.7587, -0.1260, 3.2390], [3.6333, 1.3848, 3.0659], [-5.5658, 5.5331, 1.7902], [-5.2486, 4.3319, 1.8861], [-3.9500, 4.0810, 2.3220], [-3.7092, 2.7062, 2.3376], [-5.1450, 2.1332, 2.3988], [-5.9672, 3.0476, 1.5160], [-3.0523, 2.5524, 3.1937], [-3.0930, 2.4042, 1.4907], [-5.4601, 2.1207, 3.4422], [-5.1808, 1.1246, 1.9872], [-7.0346, 3.0207, 1.7350], [-5.7264, 2.9054, 0.4625], [-4.3236, 1.0755, 6.7285], [-3.4374, 0.6740, 5.9609], [-3.6278, -0.1773, 4.9290], [-2.4594, -0.4935, 4.1935], [-1.4532, 0.4848, 4.7451], [-1.9353, 0.9249, 6.0800], [-2.5787, -0.4358, 3.1116], [-2.1659, -1.4934, 4.5134], [-1.4438, 1.2930, 4.0138], [-0.4411, 0.0850, 4.8081], [-1.6568, 1.9444, 6.3468], [-1.6184, 0.3029, 6.9172], [-0.7672, 1.9214, -0.5292], [-1.1458, 3.0616, -0.5434], [-2.4108, 3.4099, -0.7063], [-2.5339, 4.8524, -0.6910], [-1.1928, 5.3417, -0.9816], [-0.2976, 4.2910, -0.3379], [-2.9276, 5.1365, 0.2850], [-3.2048, 5.2059, -1.4739], [-1.0335, 6.2809, -0.4519], [-1.0387, 5.6448, -2.0172], [-0.2831, 4.4431, 0.7414], [0.6949, 4.2833, -0.7884], [4.6777, -2.3799, 2.0727], [4.0211, -3.4023, 1.8330], [2.8112, -3.3546, 1.3400], [2.4405, -4.6456, 0.8551], [3.2178, -5.6050, 1.7531], [4.4270, -4.7856, 2.1202], [2.7358, -4.7957, -0.1834], [1.3588, -4.7444, 0.9454], [3.4880, -6.5728, 1.3307], [2.6773, -5.8664, 2.6628], [5.2819, -4.9566, 1.4661], [4.7518, -4.8194, 3.1602], [5.1657, 3.1103, -0.3884], [4.9240, 3.6664, -1.4755], [5.6060, 4.6956, -1.9413], [5.1274, 5.0775, -3.2494], [3.7318, 4.4722, -3.3316], [3.8285, 3.2693, -2.4104], [5.8198, 4.6852, -3.9943], [4.9039, 6.1345, -3.3939], [3.3885, 4.0527, -4.2772], [2.9364, 5.1600, -3.0447], [4.0310, 2.3477, -2.9560], [2.9213, 3.2013, -1.8100], [-4.2587, -3.3840, -2.5063], [-3.4153, -3.7016, -1.6364], [-3.4532, -3.2889, -0.3818], [-2.3654, -3.8188, 0.4228], [-1.3011, -4.0759, -0.6475], [-2.1529, -4.4789, -1.8923], [-2.7320, -4.7309, 0.8937], [-1.9655, -3.1590, 1.1928], [-0.6432, -4.8911, -0.3462], [-0.6427, -3.2195, -0.7929], [-2.3866, -5.5420, -1.8339], [-1.7397, -4.2434, -2.8730], [-1.6765, -0.5427, -1.7526], [-2.8616, -0.2620, -2.0435], [-3.2276, -0.2079, -3.2861], [-4.6062, 0.1667, -3.4210], [-5.2275, -0.1130, -2.1145], [-4.0387, 0.0305, -1.1396], [-5.0224, -0.4727, -4.1995], [-4.7837, 1.2013, -3.7147], [-5.6837, -1.0974, -2.0108], [-6.0576, 0.5854, -2.0088], [-4.0636, -0.6790, -0.3125], [-4.0315, 1.0545, -0.7664], [-1.7494, -4.7921, 3.2814], [-0.9101, -4.0944, 3.8436], [-0.8540, -4.0401, 5.2178], [0.2330, -3.1501, 5.6176], [0.9551, -2.7954, 4.3109], [-0.0719, -2.9389, 3.2071], [1.0187, -3.5178, 6.2776], [-0.1641, -2.2364, 6.0598], [1.7319, -3.5174, 4.0592], [1.3708, -1.7881, 4.2869], [0.3469, -3.0940, 2.2127], [-0.7404, -2.0799, 3.1483], [0.8014, 4.8914, -5.3234], [-0.0779, 4.1171, -5.0380], [-1.3836, 4.4132, -5.1529], [-2.2704, 3.4473, -4.5602], [-1.3827, 2.2246, -4.2382], [0.0425, 2.7247, -4.4786], [-3.1132, 3.1901, -5.2018], [-2.7261, 3.9001, -3.6797], [-1.6248, 1.3476, -4.8386], [-1.5993, 1.8959, -3.2218], [0.6448, 2.2167, -5.2317], [0.6692, 2.7034, -3.5870], [7.6588, -1.9452, -0.8799], [6.4633, -1.6652, -0.8140], [5.5529, -2.5471, -1.3370], [4.2845, -1.8402, -1.4790], [4.5242, -0.4002, -1.0736], [5.7884, -0.3539, -0.2909], [3.5079, -2.2732, -0.8486], [3.9033, -1.8707, -2.4997], [3.6959, -0.0519, -0.4566], [4.5172, 0.1611, -2.0080], [5.6870, -0.4775, 0.7873], [6.5254, 0.4027, -0.5600]],
  "forces_ev_per_angstrom": [[-1.3940, 1.9136, -0.4006], [0.8941, -2.0290, 0.1025], [-1.5140, -0.4297, 2.0400], [1.1046, 0.8401, -1.4157], [-1.8739, -1.2381, -2.1909], [1.3047, 2.1326, -0.0437], [0.1562, -2.2611, 0.7329], [0.3255, 0.5329, 1.3785], [-0.4835, -0.7252, 0.2863], [-0.5736, 0.3332, 0.7480], [-0.0771, 0.2980, -0.0804], [0.3033, 0.8950, -0.0643], [-0.0166, 0.0953, -0.0385], [0.6997, -0.0780, 0.1585], [-0.2213, -0.2602, -0.2773], [0.4986, -0.0521, -0.2901], [-0.0189, 0.0875, 0.1609], [-0.1110, 0.0702, -0.5005], [0.3271, 1.3452, 2.9829], [-1.0826, -0.8041, -1.4620], [0.6144, -0.9970, -2.6739], [-1.5673, -0.6382, 1.6206], [1.5885, 0.8730, 0.1912], [-0.2718, 0.0245, -1.2353], [0.0568, 0.1988, 0.2368], [0.4830, -0.3704, -0.2712], [-0.0990, 0.3883, -0.1987], [-0.2512, -0.2576, 0.4650], [-0.1514, 0.0940, -0.1528], [0.1950, -0.0535, -0.1028], [0.3321, -3.8270, 0.1455], [0.2441, 4.9557, -0.3214], [-1.4375, 1.2090, -0.8265], [-0.1208, -0.7757, 0.4552], [1.0247, -1.9097, -0.3630], [1.1332, 0.8564, 1.1343], [-0.4474, -0.4716, 0.3290], [-0.3822, -0.1123, -0.4418], [-0.2528, 0.0317, -0.1202], [0.0728, -0.2244, 0.4041], [0.2053, 0.3300, -0.2375], [-0.2967, -0.2358, -0.1361], [2.1447, -1.2331, -2.4985], [-1.3706, 0.9732, 2.1734], [-1.9627, 0.4863, 0.0944], [0.7915, -0.5733, 1.2735], [1.5717, 0.3247, -1.2655], [-0.8995, 0.2694, 0.4645], [-0.2493, 0.0086, 0.1350], [-0.2602, -0.2930, -0.3386], [0.3447, 0.4133, 0.2604], [-0.0876, -0.1786, -0.3317], [-0.3699, 0.0080, -0.0539], [0.1942, -0.2337, -0.0555], [-0.4506, -0.5719, -0.0594], [1.2930, 0.2774, 0.1334], [-0.7289, -0.5055, -0.4028], [-1.5740, 0.0713, -0.1428], [1.6909, 2.1778, 0.9686], [-0.3592, 0.2676, -1.0459], [0.0508, -0.0126, 0.0024], [-0.4364, -0.5634, 0.1641], [-0.0801, 0.1894, 0.0348], [0.2639, -0.8538, -0.2141], [0.3638, 0.0578, 0.0779], [-0.0352, -0.5406, 0.3842], [-1.4369, -1.8735, -0.4148], [2.2213, 3.2809, 1.3552], [-1.1870, 0.4498, -1.0386], [-0.2671, -1.1253, 0.1866], [-0.0902, -0.8180, 0.6883], [0.9050, -0.2721, -0.1179], [-0.0690, 0.5024, -0.0630], [0.0899, 0.0716, -0.0780], [-0.1313, 0.1994, -0.4364], [-0.3115, 0.2110, 0.0289], [0.1892, -0.2889, 0.1192], [0.0781, -0.2371, -0.1229], [-0.2777, 1.6884, -2.5131], [0.2251, -2.6872, 3.0829], [0.5607, 1.2497, -0.2940], [-1.2537, -0.1460, -0.6340], [-0.6261, -1.4611, -0.6843], [-0.7295, 0.8155, 0.4496], [-0.0058, 0.1685, 0.0384], [1.2284, 0.2447, 0.5540], [0.4498, 0.6634, -0.4801], [0.2611, 0.1622, 0.2633], [-0.0056, -0.0555, 0.3496], [0.0444, -0.7297, -0.0795], [1.9029, -0.6676, 2.7012], [-1.3803, 0.9216, -3.0438], [-0.8885, 0.8335, 0.9737], [0.6641, -0.5933, -1.0555], [0.2344, -0.9919, -0.2387], [0.5053, 0.3540, 1.0128], [0.0887, 0.0468, 0.0109], [-0.7765, 0.4583, -0.2767], [0.0187, -0.0958, 0.0392], [-0.3149, 0.2047, -0.1963], [-0.0398, -0.1084, -0.1434], [-0.0566, 0.0258, 0.1284], [-1.8213, 0.6236, -0.3293], [2.6803, -0.3849, 1.8537], [0.1108, 0.4606, -1.4734], [-0.5357, -1.0243, -1.3516], [-0.8822, -0.2572, 1.4580], [-0.7032, -0.0993, -0.0236], [0.1493, 0.1033, -0.1276], [0.8175, 0.1830, -0.0593], [0.3705, -0.1661, -0.3477], [0.1544, 0.1905, 0.6139], [0.1102, 0.1521, -0.0103], [0.5905, 0.0326, 0.1494], [2.0761, 0.9812, 1.2490], [-2.6468, 0.0504, -1.5480], [1.4714, 0.1419, -0.2867], [0.4947, 0.8210, -1.2799], [0.2082, 0.5068, -0.8660], [-0.5266, -1.0941, 1.2561], [-0.7905, -0.8730, 0.3661], [-0.4214, -0.1726, 0.1236], [0.3090, 0.0730, 0.4192], [0.2638, -0.0901, 0.3656], [-0.1773, -0.2837, 0.1662], [-0.0076, -0.0159, -0.1512], [-0.6597, -0.4632, 0.0208], [0.2363, 0.0579, 0.6732], [-1.0137, 0.7992, -0.4695], [0.5647, -0.4171, 0.0253], [-0.2203, -0.1706, 0.0733], [0.4833, -0.0338, 0.1377], [0.3143, 0.2704, -0.4958], [0.2473, 0.0692, 0.2236], [-0.0342, 0.2429, -0.2423], [0.5117, 0.0778, 0.0969], [-0.2746, -0.5563, 0.0273], [-0.0309, 0.0649, 0.1083], [-2.3107, 0.7380, 0.5478], [2.2801, -0.8679, -0.3053], [-0.5181, 1.2966, 0.1669], [-0.4524, -0.3417, 0.5372], [-1.3606, 0.7883, -0.0401], [1.9794, -1.9096, -0.9860], [0.3360, -0.3515, -0.0025], [0.3929, -0.4076, -0.0375], [-0.1551, 0.1093, -0.3378], [0.3358, 0.4907, 0.3201], [-0.1245, 0.2072, -0.0810], [-0.4040, 0.3273, 0.3168]]
}

***

# 2
{
  "formula": "C10H16O",
  "method": "ωB97M-V/def2-TZVPD",
  "s_squared": 0.767,
  "homo_ev": [-14.0, -14.3],
  "relative_energy_kj_mol": 15.1,
  "e_lumo_ev": [-3.75, -7.45],
  "max_force_ha_per_bohr": 0.0209,
  "multiplicity": 2,
  "charge": 1,
  "gap_ev": [10.2, 6.9],
  "species": ["C", "C", "C", "C", "C", "C", "C", "O", "H", "H", "H", "H", "H", "H", "H", "H", "C", "C", "C", "H", "H", "H", "H", "H", "H", "H", "H"],
  "positions_angstrom": [[-2.9073, -0.0425, 2.0075], [0.5764, 0.8405, 0.9331], [0.2908, 1.5697, -0.2510], [-0.4644, 0.3304, 1.6322], [-1.8093, 0.5271, 1.1950], [-1.0415, 1.7640, -0.7085], [-2.0813, 1.2486, 0.0044], [1.3136, 2.0400, -0.9225], [1.6050, 0.7443, 1.2399], [-0.3243, -0.1336, 2.5987], [-1.2369, 2.3214, -1.6118], [1.0647, 2.7618, -1.5436], [-3.0330, 0.4873, 2.9638], [-2.7148, -1.0786, 2.2796], [-3.0822, 1.3178, -0.4054], [-3.8663, 0.0180, 1.4998], [1.5545, -1.7672, -1.1005], [1.5720, -2.6623, 0.1368], [2.1846, -2.4514, -2.3261], [2.1520, -0.8854, -0.8909], [0.5323, -1.5087, -1.3669], [2.5808, -2.7948, 0.5170], [0.9861, -2.2088, 0.9339], [2.9671, -3.1581, -2.0547], [2.6751, -1.7380, -2.9810], [1.1894, -3.6590, -0.0901], [1.4297, -2.9915, -2.8900]],
  "forces_ev_per_angstrom": [[-0.4587, 0.1100, 0.1076], [-0.0450, -0.1474, -0.0897], [0.0820, 0.1440, -0.4351], [-0.2835, 0.4981, 0.1959], [-0.2164, -0.2754, 0.3102], [-0.3722, 0.1166, 0.2466], [0.4866, -0.2334, -0.3525], [-0.0455, 0.7239, -0.0015], [0.1115, -0.0381, 0.0591], [0.1538, -0.2406, -0.0953], [0.1496, 0.0236, -0.1916], [0.1269, -0.7050, 0.1726], [0.2370, 0.0583, -0.1520], [0.1300, -0.1198, -0.0355], [-0.0290, 0.0861, 0.3282], [-0.0068, -0.0315, -0.0775], [0.6907, -0.7777, -0.2618], [-0.1283, 0.0827, -0.1928], [0.0759, 0.0100, 0.1277], [-0.1877, 0.4419, 0.0930], [-0.1487, 0.3628, 0.1294], [0.1931, 0.0184, -0.0395], [-0.1544, -0.1619, 0.1868], [-0.0280, -0.0962, 0.2156], [-0.1714, 0.1767, -0.2114], [-0.1668, 0.0823, 0.0872], [0.0053, -0.1082, -0.1237]]
}